Entry 1:
C29H54BFeN10S2 | ωB97M-V/def2-TZVPD

Properties
ΔE to the lowest compared entry with this formula, charge and spin = 0.00 kcal/mol
gap between HOMO and LUMO = 7.52 eV
net charge = +1

Element x y z (Å)
1 C -1.05 -1.23 -6.35
2 H -2.03 0.63 -2.29
3 C 0.44 2.11 2.60
4 B -1.52 2.18 0.95
5 H 1.82 -3.77 -0.67
6 H -2.06 3.14 1.42
7 N -2.58 1.15 0.49
8 C 1.15 -1.60 -5.38
9 C 1.64 1.57 2.91
10 H -1.76 2.28 -2.90
11 C 1.91 1.95 -2.70
12 H -1.07 -2.32 -6.39
13 H 4.27 2.11 2.91
14 S -0.15 -2.59 0.00
15 H -2.03 -2.42 -2.21
16 H -1.13 4.69 -0.39
17 H 3.50 -1.85 -0.28
18 H 2.50 1.96 -4.79
19 H 3.36 3.48 -2.21
20 H -3.51 -3.12 -2.84
21 N 1.95 -0.40 -0.16
22 C -0.56 3.87 -0.79
23 C 4.18 -1.34 3.19
24 H 3.46 2.08 -1.16
25 H -2.04 -0.89 -6.08
26 H -4.27 2.09 1.28
27 H 4.07 1.99 -2.82
28 C -3.82 -1.89 -1.11
29 H 5.42 1.08 3.75
30 H 1.47 -1.20 3.88
31 H 1.93 -1.12 -4.80
32 H -0.71 1.32 -6.18
33 C -3.74 -3.06 -0.12
34 H -4.18 -3.96 -0.56
35 H -1.14 -2.10 3.61
36 N -0.72 2.63 -0.31
37 C 3.58 0.06 3.29
38 Fe -0.19 -0.22 -0.44
39 H 1.96 -3.19 0.97
40 H -1.53 2.57 -5.23
41 H -5.57 -0.06 0.16
42 C 1.65 -2.90 -0.03
43 H 3.55 -2.12 3.61
44 C 2.27 0.25 2.45
45 H 2.41 -1.75 -1.66
46 C 2.69 0.28 0.94
47 H -4.88 -1.78 -1.38
48 H -0.78 -0.85 -7.33
49 C -3.08 -2.22 -2.39
50 H 0.78 4.64 -2.36
51 N -1.37 0.74 -4.27
52 C 4.66 1.10 2.97
53 N 0.10 1.77 -0.93
54 H 1.86 0.86 -2.71
55 H 5.17 0.88 2.03
56 H -0.36 0.00 3.34
57 C -0.56 -2.95 1.74
58 C -0.51 -0.27 -4.16
59 H 2.27 2.19 3.53
60 H 3.72 -0.08 0.87
61 H 0.18 3.09 2.99
62 C 0.40 3.82 -1.78
63 H -1.39 -3.67 1.72
64 H 1.63 -1.82 2.23
65 H 2.72 1.34 0.68
66 H -3.18 1.35 -3.44
67 H 5.13 -1.37 3.74
68 H 1.00 -2.62 -4.99
69 N -2.30 0.02 -0.23
70 H -4.28 -2.84 0.80
71 C 1.73 2.41 -4.15
72 H 3.27 0.22 4.33
73 H 1.83 3.49 -4.23
74 H 0.75 2.13 -4.54
75 H -3.15 -1.42 -3.13
76 N -0.07 -0.81 -5.34
77 S 0.09 -0.95 -2.72
78 H -2.71 -3.29 0.12
79 C 2.45 -1.72 -0.57
80 H 2.08 0.21 -0.96
81 C -3.89 1.25 0.73
82 C -4.51 0.17 0.16
83 C -3.49 -0.58 -0.43
84 H -2.47 1.29 -6.00
85 C 0.80 2.48 -1.83
86 H 4.41 -1.61 2.15
87 C 3.28 2.40 -2.19
88 H 1.47 -1.66 -6.42
89 H 0.28 -3.47 2.18
90 C -1.01 -1.77 2.57
91 N -0.16 0.23 1.43
92 H -1.95 -1.36 2.21
93 C -1.53 1.52 -5.50
94 N -0.06 -0.61 2.57
95 C 1.37 -0.94 2.82
96 N -0.57 1.49 1.91
97 C -2.13 1.28 -3.15

Okay, here come the Löwdin numbers, in e, for every atom: -0.04 0.03 -0.09 -0.54 0.09 0.12 -0.01 -0.09 -0.03 0.09 -0.38 0.10 0.08 0.95 0.00 0.13 0.12 0.09 0.09 0.09 -0.09 -0.05 -0.06 0.06 0.08 0.13 0.09 -0.35 0.09 0.15 0.07 0.09 -0.05 0.09 0.14 0.00 -0.38 0.16 0.07 0.10 0.11 -0.38 0.07 -0.35 0.08 -0.09 0.13 0.10 -0.08 0.11 -0.17 -0.06 0.06 0.06 0.08 0.18 -0.39 -0.64 0.10 0.10 0.13 -0.01 0.08 0.08 0.12 0.11 0.09 0.09 0.05 0.09 -0.04 0.14 0.09 0.05 0.07 -0.22 0.83 0.02 -0.25 0.05 -0.06 -0.01 -0.26 0.10 -0.26 0.08 -0.04 0.10 0.08 -0.13 -0.14 0.13 -0.05 -0.09 -0.05 -0.04 -0.04

Entry 2:
H14O7 | ωB97M-V/def2-TZVPD

Properties
ΔE to the lowest compared entry with this formula, charge and spin = 39.59 kcal/mol
gap between HOMO and LUMO = 10.53 eV
net charge = 0

Element x y z (Å)
1 H -0.58 2.91 1.80
2 H -0.37 -0.02 1.08
3 O 1.75 -2.24 2.50
4 H -2.00 -0.49 2.44
5 H -1.52 -0.90 -2.25
6 O 0.44 -0.07 -3.45
7 O -1.15 -0.86 2.72
8 O 0.24 0.10 0.34
9 H -0.95 -0.39 3.53
10 O -1.96 -0.66 -1.43
11 H 0.25 -1.01 -3.30
12 O 0.20 2.39 2.00
13 H -2.35 -1.48 -1.11
14 H 1.00 -1.64 2.48
15 O 1.53 2.26 -2.29
16 H 2.39 1.93 -2.02
17 H 1.04 1.47 -2.57
18 H 1.46 -2.97 3.07
19 H 0.23 1.70 1.30
20 H 0.64 -0.02 -4.39
21 H -0.30 -0.02 -0.45

Okay, here come the Löwdin numbers, in e, for every atom: 0.03 0.00 -0.06 0.06 0.02 -0.04 -0.05 -0.07 0.07 -0.04 0.05 -0.08 0.06 -0.01 -0.07 0.03 -0.02 0.03 -0.01 0.07 0.01

Entry 3:
C8H8OS | ωB97M-V/def2-TZVPD

Properties
<S²> = 2.023
ΔE to the lowest compared entry with this formula, charge and spin = 67.66 kcal/mol
gap between HOMO and LUMO (spin up / spin down) = 5.78 / 7.64 eV
multiplicity = 3
net charge = 0

Element x y z (Å)
1 C 0.66 0.63 1.03
2 C 1.79 -0.70 -1.02
3 H -1.74 -0.21 1.78
4 H -3.25 0.41 -0.71
5 H -0.04 -1.68 -1.30
6 S -2.58 -1.63 -0.04
7 C -1.52 -0.39 0.67
8 C 2.60 0.07 -0.24
9 H -1.85 -1.67 -1.03
10 C -0.09 -0.22 0.25
11 H 2.64 1.44 1.32
12 O -2.71 2.44 -0.10
13 C 2.01 0.82 0.77
14 H 3.59 0.15 -0.48
15 H 2.36 -1.08 -1.83
16 C 0.49 -0.93 -0.76
17 H 0.22 1.30 1.81
18 C -2.58 1.25 -0.10

Okay, here come the Löwdin numbers, in e, for every atom: -0.04 -0.09 0.11 0.08 0.09 0.83 -0.48 -0.08 -0.20 -0.31 0.09 0.01 -0.05 0.08 0.10 -0.06 0.13 -0.21

Entry 4:
C47H53CsN4O3P2S | ωB97M-V/def2-TZVPD

Properties
ΔE to the lowest compared entry with this formula, charge and spin = 58.09 kcal/mol
gap between HOMO and LUMO = 5.69 eV
net charge = -2

Element x y z (Å)
1 C 1.67 4.79 -2.10
2 H 3.04 -2.90 0.90
3 H 0.04 4.04 3.83
4 C -4.05 -1.22 -1.40
5 C -0.36 -3.03 4.60
6 H -3.73 1.44 -3.08
7 H -1.86 -4.29 -1.88
8 C 3.28 -4.75 2.00
9 C 2.60 2.85 3.48
10 Cs -0.73 -0.63 -0.68
11 H -3.61 -3.77 -0.52
12 H -1.11 0.79 2.42
13 N -0.32 -4.44 -0.47
14 C -6.45 -0.91 -1.90
15 H 3.47 -5.39 1.13
16 C 2.47 -3.53 1.58
17 H 2.29 3.36 4.40
18 P 1.80 -2.43 2.90
19 H 1.41 -2.19 -6.02
20 C -2.79 4.35 -1.64
21 H 1.58 -4.97 -0.82
22 H 1.24 4.50 -3.05
23 C -1.78 1.88 -2.35
24 H 2.74 -5.36 2.73
25 H 1.49 -4.18 4.62
26 H 3.54 2.32 3.67
27 H 3.16 5.82 1.28
28 C -4.44 -1.46 -0.04
29 C -0.63 0.66 3.39
30 C 2.30 6.01 -1.98
31 H -1.42 0.52 4.13
32 H 1.02 -4.64 -5.82
33 H 1.06 2.02 -6.31
34 H 1.58 -3.83 1.02
35 H 2.35 -1.70 5.83
36 H 4.10 -1.82 3.31
37 H 4.46 0.75 -4.05
38 N -2.60 -2.75 1.05
39 S -4.13 3.63 1.72
40 C 0.89 -4.55 -3.67
41 H -0.16 2.50 -4.23
42 C 3.08 -1.28 5.14
43 C 3.45 1.15 -4.09
44 H -0.05 -2.23 5.27
45 O 2.83 3.83 2.46
46 H -7.81 -0.95 -0.22
47 C 1.07 -4.01 -4.94
48 H -1.04 -2.61 3.86
49 C -6.78 -1.05 -0.55
50 H 3.38 1.17 -6.24
51 H 0.72 -5.62 -3.56
52 H 2.37 6.67 -2.84
53 C 1.32 -1.84 -3.92
54 H 3.67 -3.20 4.32
55 C 0.22 1.87 3.76
56 C 2.00 3.48 1.42
57 H 3.37 7.34 -0.67
58 C 3.32 -2.23 3.96
59 H -1.39 3.17 4.38
60 C -5.13 -0.99 -2.31
61 C -0.95 2.80 -1.71
62 C 2.85 1.38 -5.32
63 H -6.00 -1.44 1.40
64 C -1.52 -3.78 -0.97
65 H -3.19 5.30 -1.31
66 C -1.47 4.04 -1.35
67 C 1.27 -2.64 -5.04
68 P 0.74 2.24 -1.27
69 C 1.55 3.91 -1.02
70 H 0.48 -4.42 3.19
71 C -0.58 3.16 3.65
72 H -1.33 -2.75 -1.26
73 C 1.50 1.92 2.91
74 N -2.43 1.59 0.78
75 C 2.85 6.39 -0.77
76 C 2.76 1.40 -2.92
77 C 1.55 1.86 -5.36
78 H -7.22 -0.71 -2.63
79 C 1.17 -2.35 -2.60
80 C 0.91 -3.76 -2.52
81 C 2.75 5.54 0.32
82 H 3.21 1.18 -1.96
83 H -4.64 3.67 -2.47
84 H -0.91 -3.77 5.19
85 H -3.37 -1.08 1.83
86 H 4.00 -1.10 5.70
87 C 0.72 -4.41 -1.20
88 C -3.60 3.44 -2.29
89 H 1.49 -0.77 -4.02
90 C -3.42 -1.78 0.99
91 C 0.86 2.13 -4.18
92 C 0.84 -3.67 3.90
93 H 2.70 -0.32 4.79
94 H -4.87 -0.86 -3.36
95 C 2.09 4.31 0.21
96 O 1.27 -1.61 -1.56
97 C -5.76 -1.32 0.35
98 O -2.84 -1.18 -1.78
99 H 1.87 0.90 2.79
100 H 0.57 1.74 4.80
101 H 4.24 -4.47 2.42
102 H -2.61 -4.75 0.58
103 C -2.67 -3.80 0.04
104 H -1.02 3.24 2.66
105 C 1.46 1.92 -2.94
106 N 1.25 2.48 1.58
107 H -0.86 4.75 -0.80
108 H -1.41 0.89 -2.57
109 C -3.16 2.43 1.16
110 H -0.03 -0.26 3.36
111 C -3.09 2.19 -2.64

Löwdin population analysis, charges in e, atoms 1 to 99: -0.08 0.08 0.07 -0.43 -0.17 0.10 0.13 -0.16 -0.10 1.42 0.11 0.03 0.06 -0.14 0.06 -0.43 0.12 0.99 0.09 -0.11 0.10 0.10 -0.21 0.06 0.07 0.12 0.11 -0.16 -0.07 -0.08 0.09 0.07 0.10 0.03 0.06 0.07 0.10 0.02 0.34 -0.09 0.10 -0.17 -0.10 0.05 -0.03 0.07 -0.15 0.06 -0.15 0.09 0.10 0.10 -0.02 0.06 -0.38 -0.33 0.09 -0.44 0.08 -0.05 -0.41 -0.11 0.10 -0.26 0.09 -0.09 -0.13 1.06 -0.27 0.07 -0.06 -0.04 -0.27 0.01 -0.09 -0.11 -0.09 0.08 -0.46 -0.16 -0.03 0.11 0.10 0.06 0.11 0.06 -0.16 -0.08 0.08 -0.18 -0.09 -0.42 0.05 0.10 -0.13 -0.47 -0.07 -0.42 0.12

Entry 5:
C9H3CrF3N4OSSe4 | ωB97M-V/def2-TZVPD

Properties
<S²> = 0.889
ΔE to the lowest compared entry with this formula, charge and spin = 13.09 kcal/mol
gap between HOMO and LUMO (spin up / spin down) = 5.27 / 5.60 eV
multiplicity = 2
net charge = -1

Element x y z (Å)
1 N -2.27 -0.37 4.56
2 S 0.17 2.20 -0.13
3 C 2.85 3.86 -0.02
4 Se -1.80 -3.63 0.07
5 H 5.08 2.27 0.03
6 Se -3.50 -1.94 -0.07
7 N 1.26 1.70 6.17
8 F 2.20 4.35 1.05
9 N 0.66 0.51 3.01
10 C 2.98 -0.36 0.02
11 Se 0.16 -2.46 -0.37
12 C -1.22 0.08 4.43
13 F 2.23 4.37 -1.10
14 H 2.94 -1.45 0.06
15 C 4.17 0.32 0.00
16 C 4.16 1.72 0.00
17 O 0.02 -0.08 2.06
18 C 0.74 1.21 5.27
19 C 1.76 1.61 -0.05
20 C 0.07 0.60 4.20
21 H 5.10 -0.21 0.00
22 Se -2.34 0.03 -0.40
23 F 4.07 4.43 0.00
24 Cr -0.13 -0.17 0.29
25 N 1.79 0.26 0.01
26 C 2.93 2.37 -0.03

Okay, here come the Löwdin numbers, in e, for every atom: 0.19 0.71 -0.61 -0.09 0.12 -0.09 0.16 0.13 0.07 -0.11 0.07 -0.17 0.12 0.10 -0.05 0.01 -0.34 -0.19 -0.67 -0.29 0.10 0.06 0.12 -0.13 -0.12 -0.12

Entry 6:
C12H16N6O3 | ωB97M-V/def2-TZVPD

Properties
ΔE to the lowest compared entry with this formula, charge and spin = 64.20 kcal/mol
gap between HOMO and LUMO = 8.56 eV
net charge = 0

Element x y z (Å)
1 O 0.38 -2.61 -2.93
2 C 0.92 -3.07 1.46
3 H 2.55 -4.60 2.04
4 C 1.03 -1.79 -0.69
5 C -0.80 4.02 -1.95
6 H -0.37 -0.14 1.89
7 C 1.00 -1.84 -2.27
8 C -0.74 1.21 0.50
9 H -0.74 3.26 1.30
10 N -2.67 3.04 -1.05
11 H 2.11 -3.59 4.33
12 H 0.52 2.83 0.10
13 N 0.26 -2.08 2.21
14 C 1.80 -3.81 2.18
15 H -0.23 -3.48 -0.42
16 H -0.65 1.40 2.47
17 N -1.94 4.23 -2.79
18 H -4.05 3.82 -2.32
19 C -3.00 3.71 -2.09
20 O 0.30 1.02 -1.66
21 N 1.70 -3.27 3.47
22 H -2.08 4.80 -3.65
23 C -1.30 3.21 -0.88
24 C -0.05 0.44 -0.64
25 H 2.02 -1.40 -0.29
26 H 0.21 4.39 -2.27
27 N -0.15 0.86 1.76
28 H 1.56 -0.01 -2.75
29 O 1.78 -0.94 -2.99
30 C -0.55 2.77 0.33
31 C 0.81 -2.29 3.40
32 H -0.58 -1.20 0.43
33 N -0.01 -0.88 -0.32
34 H 1.45 -3.95 -0.40
35 H -1.71 0.81 0.23
36 H 0.49 -1.72 4.28
37 C 0.74 -3.17 -0.04

Okay, here come the Löwdin numbers, in e, for every atom: 0.14 -0.28 0.13 -0.20 -0.03 0.03 -0.43 -0.33 0.12 0.09 0.16 0.12 0.10 -0.04 0.12 0.08 0.04 0.11 -0.24 0.08 0.05 0.16 -0.30 -0.40 0.18 0.13 0.05 0.09 0.05 -0.08 -0.21 0.10 0.10 0.14 0.14 0.13 -0.08